# C6H9N3O2S

The molecule C6H9N3O2S at a distorted geometry (ωB97M-V/def2-TZVPD, OMol25).

Positions of all 21 atoms, in Å:
1 S 0.43310 0.85373 -3.06359
2 O 1.25287 0.37648 -4.17347
3 O -1.56649 1.00955 -1.46023
4 N 0.85840 -1.66900 -1.79525
5 N 0.51079 -2.43698 -0.79144
6 N 1.89633 -3.55024 -2.15141
7 C -0.46964 1.73771 1.37833
8 C 1.10785 -3.56816 -1.02199
9 C -0.60862 0.25624 -0.69931
10 C 1.72744 -2.36321 -2.62387
11 C 0.27778 1.01164 0.26814
12 C 0.31962 -0.35165 -1.92993
13 H 0.82680 1.91291 -0.18916
14 H 1.00058 0.29190 0.65903
15 H 0.04591 2.20773 2.24139
16 H -1.09086 2.51219 0.95736
17 H 2.15548 -1.94664 -3.48751
18 H -2.14201 1.78959 -1.03041
19 H -1.25177 -0.60730 -0.28709
20 H 1.25064 -4.35387 -0.26622
21 H -1.00525 0.99030 1.84726

The calculation puts the highest occupied orbital energy at -8.76 eV. As for the charge: 0.

These are the Löwdin partial charges, in e, on atoms 1 to 2: atom 1 (S): 1.034, atom 2 (O): -0.570

# C38H44BrN8O5Ti

A structure of composition C38H44BrN8O5Ti at a distorted geometry (ωB97M-V/def2-TZVPD, OMol25).

Positions of all 97 atoms, in Å:
1 Br 1.78410 -1.97774 -5.28859
2 Ti -0.06427 -0.01541 1.16996
3 O 0.73661 -1.44455 0.31204
4 O -1.63020 0.33860 0.47273
5 O 1.43012 2.14714 -4.45850
6 O 1.28420 0.72159 2.34058
7 O 2.59446 0.93795 -5.96663
8 N 0.73275 1.69870 -0.24219
9 N -1.54599 2.74889 1.43052
10 N 0.24677 -1.95701 -1.89247
11 N 1.02984 5.64780 1.49186
12 N 1.64567 4.00942 -0.30744
13 N -4.06099 -0.02393 4.00423
14 N 3.51318 1.38068 2.48930
15 N 4.94606 1.89221 0.21459
16 C 5.59496 2.22574 -0.94139
17 C 1.79786 -3.39412 -0.51724
18 C 6.18625 -0.06024 -1.33016
19 C 1.78570 2.43293 3.86914
20 C 0.24009 0.44451 -5.75760
21 C -2.56301 1.19142 -0.13509
22 C -3.40764 4.74305 0.72822
23 C -2.40046 4.98708 1.69562
24 C 0.89749 -2.19931 -0.69746
25 C -5.49594 0.15858 3.66398
26 C -0.87628 -2.78946 -2.31502
27 C -3.51669 3.47407 0.21449
28 C -1.99894 0.47915 -6.60881
29 C -0.89164 1.15125 -6.18903
30 C -1.75736 -3.31695 4.19565
31 C -0.76962 -1.12445 2.71572
32 C 4.91895 0.62455 0.57495
33 C 2.21939 1.45899 2.78369
34 C 1.27679 4.85424 0.66079
35 C 1.73750 -4.48391 -1.55658
36 C 0.24203 -0.97402 -5.86214
37 C -0.48441 -4.12686 -2.84485
38 C -3.49815 0.67110 5.15384
39 C 0.34292 -5.01990 -1.84190
40 C -2.13110 -1.12903 3.14912
41 C -2.00588 -0.92744 -6.69822
42 C -0.37932 -3.15889 4.00311
43 C -2.57232 -2.27882 3.81060
44 C 1.11191 2.81722 -0.25006
45 C 6.19808 1.27493 -1.74720
46 C -1.54716 3.94143 2.02045
47 C 5.60157 -0.40209 -0.12430
48 C -2.51972 2.52160 0.53994
49 C -3.17587 -0.10698 2.86489
50 C 0.11793 -2.10887 3.25368
51 C 1.56276 1.23556 -5.43491
52 C -0.85371 -1.65577 -6.34855
53 C 4.18908 0.23934 1.83921
54 H 6.70347 1.61168 -2.65053
55 H -1.44592 -2.28615 -3.04244
56 H -0.84986 2.26553 -6.20831
57 H 3.38597 -0.45212 1.61000
58 H -3.56259 0.75169 0.00974
59 H 2.66242 2.84150 4.35469
60 H -2.18580 -4.14116 4.73501
61 H -3.48080 -0.01074 5.97983
62 H 1.17590 1.81209 4.53543
63 H 2.15961 -4.12129 -2.49662
64 H 6.61599 -0.85762 -1.96185
65 H 0.75122 -1.50406 -2.63325
66 H 2.28905 -5.30625 -1.11791
67 H -4.36533 3.12124 -0.29559
68 H 5.59000 -1.44174 0.27222
69 H -5.69951 0.98248 2.96694
70 H 4.06790 2.21564 2.50897
71 H -0.82106 4.08085 2.80576
72 H -6.16609 0.27661 4.58403
73 H 5.48133 3.26507 -1.26146
74 H -2.75071 0.88326 2.61524
75 H -1.45259 -4.65969 -3.13390
76 H 2.82020 -3.02738 -0.51146
77 H 0.02154 -4.02412 -3.80641
78 H -0.82399 -2.75217 -6.33370
79 H 0.31894 -5.99918 -2.29032
80 H 4.84851 -0.25796 2.57628
81 H -3.79330 -0.43981 2.01038
82 H -5.79380 -0.75114 3.12699
83 H -2.23111 5.93334 2.16531
84 H -1.52145 -2.87913 -1.42213
85 H -2.88248 0.96635 -6.86243
86 H 0.42810 2.24947 -4.13405
87 H -2.37785 1.30867 -1.21609
88 H -4.02799 1.60325 5.41150
89 H 1.17310 3.21418 3.37490
90 H 0.27972 -3.96042 4.37498
91 H -3.66130 -2.37088 4.05817
92 H -0.14528 -5.15190 -0.88829
93 H -2.87013 -1.51893 -7.04273
94 H -2.47972 0.95721 4.96897
95 H 1.60532 -3.73601 0.52720
96 H -4.01567 5.56872 0.40013
97 H 1.20768 -2.03296 3.03022

The calculation puts the highest occupied orbital energy (spin up / spin down) at -1.90 / -4.94 eV. As for the charge: -1. As for the expectation value of S²: 2.0112. The spin multiplicity is 3.

These are the Löwdin partial charges, in e, on atoms 1 to 2: atom 1 (Br): 0.811, atom 2 (Ti): 0.887

# C4H9N

A cluster of 2 separate species, C4H9N in total at a distorted geometry (ωB97M-V/def2-TZVPD, OMol25).

Positions of all 14 atoms, in Å:
1 N 4.55602 3.23613 0.79036
2 C -5.81982 -2.96103 0.31526
3 C -5.48508 -4.25457 0.31649
4 C 3.52737 2.19804 -1.07151
5 C 4.65123 2.53487 -0.39978
6 H -5.51252 -4.95044 -0.50659
7 H 3.73757 3.80311 0.92031
8 H 2.55494 2.28670 -0.61327
9 H -5.18141 -4.69446 1.26420
10 H -5.43552 -2.38034 1.13629
11 H -6.29598 -2.49898 -0.53892
12 H 3.62370 1.77788 -2.06181
13 H 5.65266 2.47791 -0.79481
14 H 5.42683 3.42518 1.24380

The calculation puts the highest occupied orbital energy at -8.07 eV. As for the charge: 0. Its SMILES is C=CN.C=C.

These are the Löwdin partial charges, in e, on atoms 1 to 2: atom 1 (N): 0.017, atom 2 (C): -0.079

# C21H28N2O3

A cluster of 2 separate species, C21H28N2O3 in total at a distorted geometry (ωB97M-V/def2-TZVPD, OMol25).

Positions of all 54 atoms, in Å:
1 O 4.23622 -2.93743 1.58038
2 O 0.30898 -3.85175 3.46100
3 O -4.59008 3.77211 -0.13960
4 N 2.51516 -3.55774 3.72691
5 N 2.47411 -1.52649 1.61888
6 C -1.13408 2.61531 -0.77891
7 C 0.77737 -3.54349 -1.92722
8 C -2.38564 3.20745 -1.04514
9 C -3.06829 2.59679 1.22146
10 C 0.97997 -2.54952 -0.78371
11 C -0.85183 2.03310 0.46056
12 C 1.36503 -3.36039 3.07351
13 C -1.80333 5.05698 -4.32578
14 C -3.89103 3.77238 -2.99766
15 C 3.77099 -1.81143 1.48535
16 C -4.11378 4.36321 -4.24584
17 C -3.06992 5.00729 -4.91125
18 C -0.20807 -1.58533 -0.77939
19 C 1.12967 -3.31689 0.54375
20 C -1.82072 2.01936 1.46201
21 C 2.65731 -4.33856 4.95441
22 C -1.58706 4.47441 -3.07121
23 C 4.68435 -0.64313 1.19928
24 C -3.35710 3.19108 -0.01188
25 C -2.62807 3.82414 -2.37774
26 C 1.34578 -2.46465 1.81295
27 H -1.13132 -2.13141 -0.58461
28 H 4.43569 -0.22587 0.22487
29 H 4.56577 0.11300 1.97303
30 H -5.05042 3.75658 0.71268
31 H 1.85542 -4.08560 5.65097
32 H 3.61954 -4.12690 5.42250
33 H -0.07439 -0.82602 -0.01315
34 H -3.24332 5.46742 -5.87958
35 H -0.14242 -4.10876 -1.77494
36 H 5.71542 -0.99567 1.18880
37 H 0.23602 -3.92539 0.69132
38 H -0.59980 4.55498 -2.62921
39 H 0.11992 1.58534 0.64090
40 H 1.88935 -1.98268 -0.98296
41 H -5.09930 4.31225 -4.69851
42 H 2.59656 -5.40284 4.72075
43 H -0.28430 -1.08882 -1.74644
44 H 0.45080 -1.85513 1.93772
45 H -0.98941 5.55847 -4.84056
46 H 2.23015 -0.55380 1.53632
47 H -3.81320 2.58366 2.00988
48 H -0.36858 2.58618 -1.54721
49 H 3.35694 -3.23149 3.26786
50 H 1.61983 -4.23402 -1.96609
51 H 0.71863 -3.00954 -2.87529
52 H 1.97395 -4.00147 0.44825
53 H -1.60774 1.56383 2.42511
54 H -4.71574 3.25692 -2.51754

The calculation puts the highest occupied orbital energy at -8.41 eV. As for the charge: 0. Its SMILES is CNC(=O)[C@H](CC(C)C)NC(C)=O.Oc1ccccc1-c1ccccc1.

These are the Löwdin partial charges, in e, on atoms 1 to 2: atom 1 (O): 0.037, atom 2 (O): 0.044

# C3H5NS

The molecule C3H5NS at a distorted geometry (ωB97M-V/def2-TZVPD, OMol25).

Positions of all 10 atoms, in Å:
1 S 0.23106 -0.57531 -1.77823
2 N 0.44537 -1.53651 -0.47485
3 C 0.72744 -0.09837 1.18097
4 C 0.21143 0.95316 0.40293
5 C -0.13040 1.21255 -0.80655
6 H -0.47664 -1.83932 -0.11621
7 H -1.05045 -0.54799 -2.07164
8 H 0.13872 -0.52123 1.92278
9 H 1.83014 0.01485 1.37278
10 H -1.01604 1.55817 -1.26830

The calculation puts the highest occupied orbital energy at -8.71 eV. As for the charge: 0.

These are the Löwdin partial charges, in e, on atoms 1 to 2: atom 1 (S): 0.846, atom 2 (N): -0.431

# CH3LiO2

A structure of composition CH3LiO2 (ωB97M-V/def2-TZVPD, OMol25).

Positions of all 7 atoms, in Å:
1 O 1.71379 -2.02744 1.38433
2 O -0.12453 0.75025 -0.51931
3 C -1.20086 1.14537 -0.91354
4 Li 0.73919 -0.79188 0.16689
5 H -1.30506 2.15874 -1.34163
6 H -2.09249 0.49194 -0.90675
7 H 2.26997 -1.72699 2.13000

The calculation puts the highest occupied orbital energy (spin up / spin down) at -15.88 / -15.88 eV. As for the charge: +1. As for the expectation value of S²: 0.7527. The spin multiplicity is 2.

These are the Löwdin partial charges, in e, on atoms 1 to 2: atom 1 (O): 0.016, atom 2 (O): -0.098

What did we get for calculated total energy? Answer: -946.85389; -5712.15807; -212.48490; -1152.28635; -570.05498; -197.61341 a.u., in the order shown.
What did we get for relative energy (zero: lowest compared OMol25 entry of this formula, charge and spin)? Answer: 356.9; 189.4; 174.0; 137.5; 471.5; 0.0 kJ/mol, in the order shown.